Molecular formula: C10H10ClNOS
Method: DFT, ωB97M-V/def2-TZVPD

Structure (XYZ):
```
24
Properties=species:S:1:pos:R:3
C 1.43 0.83 -0.94
C 1.36 -1.06 0.54
C 2.80 0.88 -0.82
C 2.73 -1.00 0.68
C 0.69 -0.14 -0.26
C 3.45 -0.02 0.00
C -2.48 -0.16 1.63
C -2.95 0.95 0.73
C -0.77 -0.16 -0.39
C -1.38 -1.05 -1.42
N -1.51 -0.90 1.44
O -0.67 2.29 0.61
S -1.50 1.51 -0.29
Cl 5.16 0.08 0.20
H 0.92 1.55 -1.56
H 0.79 -1.78 1.09
H 3.36 1.64 -1.35
H 3.25 -1.70 1.32
H -3.08 -0.29 2.53
H -3.71 0.57 0.05
H -3.34 1.81 1.27
H -1.31 -0.57 -2.39
H -2.42 -1.27 -1.20
H -0.84 -2.00 -1.47
```

The total energy comes out at -37424.7197 eV. Its net charge is 0. As for the max |F|: 0.06949 hartree/bohr. For the energy relative to the best compared isomer or geometry (same formula, charge and spin), the calculation gives 159.2 kJ/mol. The LUMO energy comes out at 0.3 eV. Its spin multiplicity is 1. The value obtained for the HOMO energy is -8.82 eV.



Molecular formula: C10H10FNO
Method: DFT, ωB97M-V/def2-TZVPD

Structure (XYZ):
```
23
Properties=species:S:1:pos:R:3
C -3.48 0.62 -0.37
C -3.56 -0.82 -0.63
C -2.29 1.20 0.01
C -2.46 -1.60 -0.45
C 0.11 1.07 0.09
C -1.03 0.37 0.11
C -1.17 -1.08 0.05
C 1.02 -1.69 0.78
C 1.67 -0.62 -0.12
C 3.69 0.73 -0.21
N -0.33 -1.97 0.35
O 2.85 -0.24 0.48
F 1.65 -0.68 -1.53
H -4.31 1.30 -0.62
H -4.35 -1.29 -1.13
H -2.18 2.24 0.01
H -2.21 -2.59 -0.50
H 0.55 2.07 0.00
H 1.53 -2.73 0.60
H 0.96 -1.52 1.81
H 3.47 1.67 0.29
H 3.32 0.77 -1.23
H 4.67 0.47 -0.12
```

The total energy comes out at -16781.3021 eV. Its net charge is 0. As for the max |F|: 0.10145 hartree/bohr. For the energy relative to the best compared isomer or geometry (same formula, charge and spin), the calculation gives 508.1 kJ/mol. The LUMO energy (spin up / spin down) comes out at -0.2 / -0.2 eV. Its spin multiplicity is 1. The value obtained for the HOMO energy (spin up / spin down) is -7.98 / -7.98 eV.



Molecular formula: C10H10FNO2
Method: DFT, ωB97M-V/def2-TZVPD

Structure (XYZ):
```
24
Properties=species:S:1:pos:R:3
C -0.35 -2.87 -0.36
C -1.21 -2.50 0.62
C 0.92 -2.33 -0.25
C -1.06 -1.37 1.35
C 1.24 -1.28 0.57
C 0.20 -0.67 1.32
C 2.52 -0.54 0.24
C 0.40 0.54 1.96
C 1.35 1.63 -0.32
C -0.78 2.18 -0.97
N 2.39 0.70 -0.26
O 3.57 -1.07 0.39
O 0.32 1.40 -1.23
F -0.57 1.21 2.65
H -0.51 -3.69 -1.11
H -2.09 -3.09 0.69
H 1.84 -2.55 -0.79
H -1.79 -1.19 2.01
H 1.33 0.89 2.26
H 1.50 2.64 0.04
H -1.64 1.65 -1.67
H -0.66 3.21 -1.17
H -1.09 2.02 0.06
H 3.25 1.09 -0.60
```

The total energy comes out at -18830.3754 eV. Its net charge is 0. As for the max |F|: 0.09608 hartree/bohr. For the energy relative to the best compared isomer or geometry (same formula, charge and spin), the calculation gives 339.4 kJ/mol. The LUMO energy (spin up / spin down) comes out at 0.4 / -0.6 eV. Its spin multiplicity is 1. The value obtained for the HOMO energy (spin up / spin down) is -7.46 / -7.63 eV.